An isolated ion of composition C4H13N2S and charge +1 in a non-equilibrium geometry, computed with the ωB97M-V functional and the def2-TZVPD basis.

E_HOMO in eV: -12.33
SMILES: NC[C@@H]([NH3+])CCS
Charge: +1
Gap between HOMO and LUMO in eV: 8.62

Bonds (Å) are listed after each position.
Cartesian coordinates (Å):
1 N 1.6722 1.0452 0.3905  C2 1.493, H8 1.026, H9 1.021, H10 1.022
2 C 0.6247 -0.0182 0.4376  N1 1.493, C3 1.550, C6 1.527, H11 1.085
3 C -0.7392 0.6666 0.1689  C2 1.550, C4 1.524, H12 1.089, H13 1.097
4 C -1.9064 -0.2497 0.5181  C3 1.524, S5 1.817, H14 1.085, H15 1.088
5 S -2.6745 0.0854 2.1304  C4 1.817, H16 1.336
6 C 0.9624 -1.1330 -0.5505  C2 1.527, N7 1.454, H17 1.077, H18 1.104
7 N 0.9032 -0.6713 -1.9283  C6 1.454, H19 1.007, H20 1.009
8 H 1.6037 1.5090 -0.5224  N1 1.026
9 H 1.5052 1.7818 1.0770  N1 1.021
10 H 2.6431 0.7304 0.4456  N1 1.022
11 H 0.5343 -0.4171 1.4425  C2 1.085
12 H -0.7769 1.5429 0.8149  C3 1.089
13 H -0.7359 1.0162 -0.8705  C3 1.097
14 H -2.6813 -0.0830 -0.2221  C4 1.085
15 H -1.6724 -1.3090 0.4403  C4 1.088
16 H -3.9071 0.3176 1.6717  S5 1.336
17 H 0.2246 -1.9043 -0.4102  C6 1.077
18 H 1.9664 -1.4993 -0.2746  C6 1.104
19 H 0.8609 -1.4329 -2.5864  N7 1.007
20 H 1.5931 0.0226 -2.1724  N7 1.009


An isolated ion of composition C4H13N2Si and charge +1 in a non-equilibrium geometry, computed with the ωB97M-V functional and the def2-TZVPD basis.

E_HOMO in eV: -12.41
SMILES: CN/C=C(\[SiH3])[NH2+]C
Charge: +1
Gap between HOMO and LUMO in eV: 9.34

Bonds (Å) are listed after each position.
Cartesian coordinates (Å):
1 C -0.1560 -0.0383 0.8681  C4 1.311, N5 1.369, H8 1.038
2 C -2.0684 1.0136 2.1333  N5 1.466, H9 1.064, H10 1.014, H11 1.064
3 C 2.3623 0.3145 -0.9161  N6 1.467, H12 1.062, H13 1.110, H14 1.019
4 C 0.2257 -0.6491 -0.2269  C1 1.311, N6 1.502, Si7 1.842
5 N -1.4648 0.3481 0.9753  C1 1.369, C2 1.466, H15 0.960
6 N 1.7010 -0.8812 -0.3822  C3 1.467, C4 1.502, H16 1.014, H17 1.015
7 Si -0.8979 -0.9128 -1.6627  C4 1.842, H18 1.535, H19 1.422, H20 1.491
8 H 0.4137 0.2013 1.7016  C1 1.038
9 H -2.6311 0.3243 2.7163  C2 1.064
10 H -2.7146 1.5772 1.5920  C2 1.014
11 H -1.2972 1.4999 2.6827  C2 1.064
12 H 3.4048 0.4244 -0.7460  C3 1.062
13 H 2.2743 0.3871 -2.0197  C3 1.110
14 H 1.9674 1.2094 -0.6307  C3 1.019
15 H -1.8378 0.4379 0.0956  N5 0.960
16 H 2.1045 -1.0313 0.5355  N6 1.014
17 H 1.9269 -1.6698 -0.9792  N6 1.015
18 H -1.2940 0.5174 -2.0552  Si7 1.535
19 H -1.9968 -1.5206 -0.9956  Si7 1.422
20 H -0.0220 -1.5521 -2.6860  Si7 1.491


| no. | total energy (a.u.) |
| --- | --- |
| 1 | -667.64326 |
| 2 | -558.87600 |